# 1
C36H85N | wB97M-V/def2-TZVPD

The geometry in XYZ format:
```
122
Properties=species:S:1:pos:R:3:lowdin_charge:R:1
C -1.92336 -3.06164 -0.21419 -0.12
C -2.91736 -2.04764 -0.12919 -0.29
N -4.21436 -2.31764 -0.82719 -0.14
C -4.92536 -3.61464 -0.40819 -0.24
C -5.54836 -3.70464 0.98881 -0.11
C -5.15236 -1.18664 -0.78019 -0.25
C -4.85536 -0.20964 -1.93019 -0.09
H -0.98736 -2.68464 0.06781 0.05
H -1.88436 -3.54164 -1.23419 0.12
H -2.25036 -3.89164 0.31581 0.04
H -2.49036 -1.12064 -0.43419 0.09
H -2.99836 -1.76564 1.02581 0.14
H -4.34936 -4.49064 -0.69419 0.09
H -5.74636 -3.90964 -1.19919 0.14
H -4.76436 -3.62364 1.92381 0.11
H -6.36036 -4.41264 1.26481 0.07
H -6.15236 -2.84764 1.19181 0.03
H -5.25236 -0.77164 0.12281 0.06
H -6.12736 -1.70164 -0.98819 0.12
H -3.87736 0.16036 -1.89919 0.03
H -5.54036 0.60536 -2.01419 0.02
H -5.08436 -0.55764 -3.07619 0.13
C 6.09164 -3.97064 1.28081 -0.14
C 4.68664 -4.36864 1.77181 -0.31
C 3.66964 -4.61264 0.70881 -0.24
C 2.43264 -5.44664 1.24281 -0.16
C 1.25264 -5.44164 0.24181 -0.22
C 0.10664 -6.22864 0.87981 -0.06
H 6.92264 -4.09464 2.09081 0.09
H 6.14564 -2.98664 0.54981 0.10
H 6.42764 -4.56164 0.36881 0.06
H 4.29164 -3.76364 2.52181 0.08
H 4.97464 -5.39264 2.14681 0.12
H 4.10164 -5.11264 -0.23319 0.14
H 3.50364 -3.66064 0.24281 0.08
H 2.09964 -5.03864 2.14081 0.07
H 2.88864 -6.51964 1.38481 0.15
H 1.60864 -5.92164 -0.52219 0.05
H 1.00164 -4.62064 -0.23619 0.05
H -0.45736 -6.41264 0.14981 -0.02
H -0.28236 -5.70364 1.72781 0.06
H 0.38164 -7.31164 1.04381 0.11
C 5.18664 0.17736 0.30281 -0.14
C 4.87264 1.67536 0.27181 -0.29
C 5.39964 2.53936 -0.85719 -0.28
C 5.37964 4.00436 -0.72919 -0.18
C 3.91464 4.49236 -0.85319 -0.23
C 3.66964 5.94836 -0.52319 -0.12
H 4.57064 -0.32464 1.13981 0.06
H 6.19064 0.16336 0.79381 0.07
H 5.01864 -0.47364 -0.66319 0.10
H 5.06464 2.12336 1.27181 0.11
H 3.71864 1.88936 0.29881 0.11
H 4.94164 2.17936 -1.70019 0.08
H 6.44264 2.24936 -1.04519 0.12
H 5.93164 4.30236 -1.58519 0.10
H 5.96664 4.31536 0.17281 0.14
H 3.26864 3.97736 -0.29319 0.05
H 3.29664 4.63036 -1.70919 0.09
H 4.15564 6.63236 -1.15019 0.06
H 4.05664 6.32136 0.34081 0.03
H 2.59464 6.12736 -0.32519 0.09
C -1.94336 -4.25764 4.20781 -0.11
C -0.63836 -3.54564 3.91281 -0.30
C -0.86436 -2.07564 3.63681 -0.16
C 0.48764 -1.34664 3.23881 -0.27
C 0.48964 0.05136 2.99581 -0.30
C 1.89064 0.59136 2.64281 -0.10
H -2.62336 -4.02764 3.33681 0.06
H -2.51236 -3.60664 4.92681 0.09
H -1.77536 -5.29364 4.39181 0.06
H 0.00164 -4.26664 3.41481 0.08
H -0.03936 -3.67064 4.77181 0.09
H -1.34036 -1.74964 4.45581 0.06
H -1.68636 -1.96164 2.85481 0.11
H 0.94464 -1.99364 2.41181 0.14
H 1.20164 -1.74964 3.81581 0.06
H 0.00764 0.51136 3.95481 0.16
H -0.14236 0.11236 2.18681 0.08
H 2.50964 0.51636 3.64281 0.11
H 1.89164 1.63636 2.49781 0.03
H 2.46664 0.02236 1.70381 0.11
C -0.43136 3.92636 -3.62119 -0.15
C 0.75264 3.17336 -3.02419 -0.29
C 0.29764 1.65136 -2.89219 -0.19
C 1.43064 0.81536 -2.17019 -0.21
C 0.97964 -0.61964 -1.89719 -0.27
C 2.02364 -1.54364 -1.32619 -0.09
H -0.28736 5.02936 -3.66019 0.08
H -1.22836 3.79836 -2.88419 0.04
H -0.57636 3.52736 -4.65419 0.08
H 1.07164 3.82436 -2.23519 0.06
H 1.79164 3.25836 -3.62419 0.14
H 0.14464 1.20936 -3.91819 0.12
H -0.68736 1.61236 -2.31119 0.12
H 1.57564 1.19036 -1.08319 0.13
H 2.35664 0.98736 -2.74219 0.11
H 0.53864 -0.93364 -2.86719 0.13
H 0.26364 -0.71264 -1.25019 0.02
H 1.46764 -2.23164 -0.76319 0.02
H 2.81764 -1.15364 -0.53219 0.10
H 2.50364 -2.08064 -2.06419 0.05
C -1.64936 6.69336 0.03281 -0.11
C -2.98136 5.96036 0.26981 -0.29
C -3.45736 5.18136 -0.90419 -0.26
C -4.87736 4.65136 -0.77819 -0.24
C -5.41936 3.62936 -1.82119 -0.28
C -5.19236 3.85936 -3.28519 -0.11
H -1.12036 7.13136 0.96981 0.09
H -1.89336 7.52636 -0.59119 0.04
H -0.87636 6.07436 -0.64319 0.10
H -3.64936 6.60036 0.49881 0.04
H -2.75336 5.27236 1.09681 0.12
H -2.82336 4.33336 -1.32219 0.11
H -3.44436 5.90536 -1.87919 0.16
H -5.47936 5.51936 -1.02219 0.10
H -5.10336 4.18036 0.20781 0.12
H -6.47036 3.31536 -1.53819 0.11
H -4.94736 2.58736 -1.46919 0.11
H -5.58736 4.87036 -3.62819 0.11
H -5.35536 3.10236 -3.91019 0.02
H -4.13636 3.89736 -3.49719 0.06
```

Properties
**Orbital gap**: 9.11 eV
**DFT total energy**: -40187.9995 eV
**SMILES**: CCN(CC)CC.CCCCCC.CCCCCC.CCCCCC.CCCCCC.CCCCCC
**Max |F|**: 0.15849 Eh/bohr
**Relative energy (zero: lowest compared OMol25 entry of this formula, charge and spin)**: 0.0 kJ/mol

***

# 2
C36H86F6N8O8P | wB97M-V/def2-TZVPD

The geometry in XYZ format:
```
145
Properties=species:S:1:pos:R:3:lowdin_charge:R:1
P -0.31648 -0.56281 -0.53871 0.20
F 0.51590 -1.82706 -1.14882 -0.17
F -1.44461 -1.62034 -0.05097 -0.15
F 0.49961 -0.71079 0.85646 -0.17
F -1.03553 0.70566 0.12887 -0.14
F 0.88764 0.37132 -1.17302 -0.18
F -1.11241 -0.38255 -1.94483 -0.16
C -8.44165 1.84253 -1.21216 -0.05
C -7.68643 0.73316 -0.46678 -0.15
N -6.25139 0.66236 -0.74980 -0.04
C -5.46263 -0.37414 -0.33988 0.01
C -4.20375 -0.10900 -0.80267 0.00
N -4.24446 1.03468 -1.56752 -0.05
C -5.51362 1.47927 -1.52961 0.01
C -3.19535 1.79308 -2.25775 0.01
H -8.28088 2.82493 -0.76955 0.09
H -9.48463 1.54739 -1.12083 0.10
H -8.19471 1.95766 -2.26755 0.08
H -8.10583 -0.24621 -0.69649 0.14
H -7.80927 0.85922 0.60951 0.14
H -5.83348 -1.18313 0.26399 0.14
H -3.27995 -0.66391 -0.76286 0.10
H -5.98790 2.31281 -2.01941 0.16
H -2.27584 1.80682 -1.68226 0.07
H -3.51995 2.81859 -2.42961 0.10
H -2.99205 1.42808 -3.26340 0.10
C 4.35083 -0.70364 -3.09660 -0.05
C 3.90103 -0.80316 -1.65047 -0.15
N 4.16432 0.38871 -0.84520 -0.02
C 3.52265 0.73366 0.30913 -0.04
C 3.89940 1.98494 0.68028 -0.01
N 4.76029 2.41708 -0.29520 -0.08
C 4.87244 1.45404 -1.24170 0.00
C 5.37243 3.76723 -0.46622 0.05
H 4.10242 -1.59448 -3.66408 0.09
H 5.40819 -0.47994 -3.25503 0.09
H 3.88174 0.17886 -3.54485 0.08
H 4.42337 -1.62998 -1.16036 0.13
H 2.84139 -1.04885 -1.58608 0.11
H 2.80066 0.11001 0.81314 0.12
H 3.65037 2.46833 1.60998 0.14
H 5.50901 1.49208 -2.10932 0.17
H 6.43285 3.62677 -0.25860 0.11
H 4.89079 4.43625 0.23563 0.10
H 5.32894 4.03635 -1.51764 0.10
C 1.91626 4.14304 -4.12769 -0.05
O 0.91532 4.69070 -3.28666 -0.14
C 0.74725 4.03515 -2.08565 -0.25
C -0.46528 4.54884 -1.33929 -0.07
N -0.43916 6.06111 -1.17129 0.07
H -0.26472 6.55086 -2.06040 0.16
H -1.32591 6.38625 -0.79150 0.18
C 0.60033 6.58433 -0.17895 -0.06
C 0.88651 8.04231 -0.42543 -0.17
O 0.65725 8.29575 -1.80418 -0.22
C 0.87079 9.61620 -2.24020 -0.07
H 2.80708 3.91199 -3.53062 0.08
H 2.20237 4.86414 -4.88770 0.11
H 1.62668 3.21239 -4.61964 0.07
H 1.61436 4.16740 -1.41709 0.12
H 0.63698 2.94325 -2.13261 0.12
H -0.68248 4.07492 -0.38600 0.14
H -1.33825 4.47251 -1.99245 0.13
H 1.44378 5.89954 -0.17386 0.12
H 0.08878 6.35617 0.75873 0.14
H 1.95002 8.24569 -0.26132 0.14
H 0.33639 8.80589 0.12894 0.14
H 0.32268 10.39578 -1.70568 0.11
H 0.62672 9.69521 -3.29751 0.10
H 1.93572 9.87182 -2.19172 0.10
C 0.10003 -7.20834 -3.16322 -0.07
O -0.20458 -5.94142 -3.72232 -0.18
C 0.63829 -4.96106 -3.18228 -0.21
C 0.39036 -3.58200 -3.78634 -0.08
N -0.28582 -3.69460 -5.14176 0.06
H 0.14142 -4.52097 -5.57216 0.18
H -1.26281 -3.97714 -5.04697 0.18
C -0.20110 -2.50077 -6.08290 -0.05
C -0.47998 -1.14895 -5.43368 -0.19
O 0.63475 -0.75207 -4.63423 -0.19
C 0.60071 0.63475 -4.37892 -0.12
H 0.02782 -7.23952 -2.07360 0.10
H 1.12208 -7.50462 -3.42717 0.10
H -0.51672 -7.97859 -3.61971 0.10
H 1.70724 -5.18962 -3.17390 0.14
H 0.35427 -4.84026 -2.12758 0.13
H 1.32657 -3.07109 -4.00209 0.13
H -0.23173 -2.87674 -3.24361 0.11
H -0.97466 -2.65412 -6.83268 0.15
H 0.81526 -2.57948 -6.46068 0.15
H -1.35713 -1.14931 -4.78297 0.13
H -0.62557 -0.55930 -6.34378 0.14
H 1.51303 0.81662 -3.80944 0.07
H -0.26655 0.94572 -3.78862 0.07
H 0.62897 1.27417 -5.26750 0.09
C 1.83153 -1.97000 3.68982 -0.05
O 3.14459 -1.48799 3.39290 -0.20
C 3.93841 -2.44946 2.78840 -0.23
C 5.32785 -1.96589 2.35230 -0.06
N 5.84793 -1.01893 3.43168 0.08
H 5.01468 -0.63506 3.90431 0.14
H 6.42779 -1.51471 4.10774 0.20
C 6.61771 0.20344 2.94054 -0.06
C 6.52563 1.20350 4.08063 -0.20
O 5.24555 1.15696 4.67875 -0.20
C 5.01716 2.25859 5.53096 -0.08
H 1.23605 -1.71935 2.81242 0.07
H 1.41238 -1.45969 4.55997 0.10
H 1.93531 -2.98549 4.08153 0.10
H 3.45369 -2.84541 1.88891 0.14
H 4.20161 -3.28563 3.44866 0.14
H 5.27115 -1.37821 1.43511 0.10
H 6.00841 -2.78418 2.13444 0.15
H 6.24607 0.64670 2.02136 0.11
H 7.62236 -0.19343 2.81117 0.15
H 6.64267 2.21530 3.67967 0.13
H 7.33172 1.06048 4.80498 0.15
H 5.72946 2.37908 6.35022 0.11
H 4.04023 2.20003 6.00814 0.10
H 5.00033 3.22325 5.01146 0.09
C -7.48188 -6.01625 7.20797 -0.08
O -7.03796 -5.80559 5.87458 -0.16
C -5.89415 -5.00802 5.81948 -0.23
C -5.34668 -5.31774 4.41617 -0.06
N -4.27910 -4.27708 4.07412 0.06
H -4.76668 -3.38499 4.15216 0.17
H -3.55636 -4.39503 4.78228 0.18
C -3.48605 -4.42320 2.77826 -0.07
C -2.73661 -3.12378 2.43443 -0.21
O -3.35363 -1.93568 2.83386 -0.19
C -2.46597 -0.92299 3.25295 -0.08
H -6.82600 -6.52521 7.91291 0.10
H -8.47893 -6.45160 7.27941 0.10
H -7.74900 -5.05008 7.66137 0.10
H -5.17516 -5.17244 6.62428 0.14
H -6.14926 -3.93608 5.77913 0.13
H -6.07687 -5.25835 3.61612 0.15
H -4.84785 -6.28218 4.50016 0.15
H -4.09889 -4.85947 1.98895 0.13
H -2.78630 -5.25226 2.90070 0.14
H -2.72017 -3.16515 1.34205 0.12
H -1.72337 -3.21135 2.83145 0.13
H -2.17376 -1.14714 4.29052 0.10
H -2.93077 0.05723 3.31729 0.10
H -1.53596 -0.93383 2.68005 0.07
```

Properties
**Orbital gap**: 8.66 eV
**DFT total energy**: -92577.1171 eV
**Total charge**: +5
**Max |F|**: 0.04675 Eh/bohr
**Relative energy (zero: lowest compared OMol25 entry of this formula, charge and spin)**: 265.2 kJ/mol